1.
Entry from the Open Molecules 2025 dataset: a molecular structure, C27H27F6N6O5RhS2Te (wB97M-V/def2-TZVPD).

Geometry as XYZ:
```
75
Properties=species:S:1:pos:R:3:lowdin_charge:R:1
Rh 1.00 0.93 -1.15 0.982
F 0.86 0.02 -6.19 0.173
C 1.86 -0.35 -5.41 -0.674
F 2.98 -0.38 -6.12 0.168
F 1.62 -1.54 -4.90 0.161
S 1.94 0.92 -4.04 0.742
O 0.64 0.79 -3.42 -0.348
O 2.34 2.16 -4.58 -0.203
N 3.28 -0.90 -2.55 -0.117
S 3.01 -1.63 -0.87 0.819
O 2.87 -3.01 -1.28 -0.429
O 1.65 -0.99 -0.62 -0.663
C 5.19 0.58 -1.73 -0.579
F 6.05 -0.33 -1.26 0.161
F 4.40 0.94 -0.71 0.109
F 5.87 1.64 -2.12 0.185
N 6.05 -1.20 -5.80 0.174
C 5.25 -1.26 -4.71 -0.499
N 4.69 -2.45 -4.42 0.196
N 5.13 -0.15 -4.03 0.157
C 4.39 -0.04 -2.89 -0.425
N 3.00 0.49 -2.83 -0.138
H 6.14 -1.98 -6.43 0.110
H 6.42 -0.30 -6.05 0.118
H 4.94 -3.28 -4.94 0.117
H 4.13 -2.57 -3.60 0.078
C -6.08 -3.43 3.04 -0.031
C -4.97 -2.66 2.39 -0.235
C -4.39 -3.09 1.21 0.008
C -3.38 -2.37 0.58 -0.308
C -2.81 -2.84 -0.74 -0.075
C -2.93 -1.22 1.23 -0.305
Te -1.30 -0.15 0.20 1.872
N -1.00 1.80 -0.65 -0.218
C -0.36 2.80 0.01 -0.607
O 0.89 2.77 0.01 -0.035
C -1.12 3.87 0.67 -0.182
C -2.48 3.71 0.91 -0.038
C -3.18 4.69 1.59 -0.054
C -2.52 5.84 2.02 -0.049
C -1.17 6.01 1.76 -0.049
C -0.46 5.03 1.09 0.004
C -0.11 -0.05 1.95 -0.380
C 0.13 1.16 2.59 -0.126
C 0.94 1.19 3.71 -0.052
C 1.50 0.02 4.19 -0.044
C 1.23 -1.19 3.56 -0.020
C 0.43 -1.25 2.42 -0.296
C 0.15 -2.58 1.79 -0.051
C -3.52 -0.70 2.38 -0.278
C -3.14 0.61 3.01 -0.039
C -4.53 -1.46 2.96 0.003
H -6.31 -4.34 2.48 0.081
H -6.99 -2.82 3.09 0.092
H -5.81 -3.70 4.06 0.092
H -4.74 -4.00 0.74 0.126
H -3.28 -3.77 -1.04 0.088
H -1.74 -3.01 -0.67 0.063
H -2.99 -2.10 -1.52 0.079
H -2.99 2.82 0.55 0.103
H -4.24 4.57 1.78 0.113
H -3.07 6.61 2.55 0.114
H -0.67 6.91 2.08 0.115
H 0.60 5.14 0.89 0.127
H -0.32 2.07 2.25 0.085
H 1.14 2.13 4.21 0.117
H 2.13 0.03 5.07 0.116
H 1.65 -2.11 3.95 0.123
H 0.94 -3.30 2.02 0.098
H 0.11 -2.50 0.70 0.032
H -0.80 -2.99 2.14 0.093
H -2.73 1.30 2.27 0.031
H -2.40 0.46 3.80 0.098
H -4.02 1.08 3.46 0.095
H -5.00 -1.10 3.87 0.132
```

Summary:
- Spin multiplicity: 2
- Net charge: +1
- Electronic energy: -3523.53456 Eh
- Molecular weight: 924.178 g/mol
- E_LUMO (spin up / spin down): -5.0 / -4.9 eV
- HOMO-LUMO gap (spin up / spin down): 0.2314 / 0.2339 Eh

=====

2.
Entry from the Open Molecules 2025 dataset: a molecular structure, C27H27FN3O5PReS (wB97M-V/def2-TZVPD).

Geometry as XYZ:
```
66
Properties=species:S:1:pos:R:3:lowdin_charge:R:1
Re 1.88 -0.87 0.56 1.478
O 3.81 -1.68 0.99 0.045
C 3.73 -0.47 1.17 -0.396
C 4.56 0.67 1.43 -0.204
C 5.85 0.68 1.95 0.044
C 6.45 1.92 2.11 -0.006
C 5.77 3.09 1.77 0.003
C 4.49 3.07 1.23 -0.023
C 3.88 1.84 1.07 -0.286
P 2.27 1.52 0.30 1.022
C 2.42 1.73 -1.47 -0.358
C 3.66 1.99 -2.07 -0.056
C 3.75 2.07 -3.45 -0.038
C 2.61 1.90 -4.23 -0.030
C 1.38 1.64 -3.64 -0.041
C 1.28 1.55 -2.27 -0.102
C 1.14 2.73 0.99 -0.398
C 0.86 2.64 2.36 -0.099
C 0.00 3.55 2.94 -0.043
C -0.57 4.55 2.17 -0.029
C -0.28 4.65 0.81 -0.034
C 0.58 3.74 0.22 -0.068
H 6.36 -0.23 2.22 0.142
H 7.45 1.99 2.52 0.130
H 6.27 4.04 1.91 0.131
H 3.99 3.99 0.96 0.132
H 4.55 2.13 -1.47 0.109
H 4.70 2.27 -3.92 0.122
H 2.69 1.97 -5.31 0.124
H 0.50 1.51 -4.26 0.121
H 0.32 1.35 -1.81 0.100
H 1.31 1.86 2.97 0.113
H -0.22 3.49 4.00 0.121
H -1.24 5.27 2.62 0.124
H -0.73 5.44 0.22 0.124
H 0.80 3.82 -0.84 0.112
C -6.46 -5.91 -1.12 -0.098
C -5.96 -4.49 -0.90 -0.297
S -4.21 -4.40 -1.19 0.649
O -3.52 -5.17 -0.19 -0.314
O -3.94 -4.63 -2.58 -0.284
C -3.75 -2.67 -0.89 -0.188
C -3.33 -2.45 0.55 -0.114
N -2.24 -1.45 0.64 0.080
C -0.95 -1.77 0.74 -0.279
N -0.18 -0.65 0.69 -0.085
C -1.04 0.42 0.54 -0.013
C -2.30 -0.08 0.51 -0.092
N -3.51 0.70 0.38 -0.318
O -3.36 1.90 0.33 0.136
O -4.56 0.10 0.33 0.128
C -0.43 -3.16 0.86 0.029
H -7.53 -5.94 -0.90 0.089
H -5.95 -6.61 -0.46 0.084
H -6.31 -6.22 -2.15 0.087
H -6.13 -4.15 0.13 0.109
H -6.43 -3.78 -1.59 0.111
H -4.55 -2.01 -1.21 0.106
H -2.91 -2.54 -1.58 0.114
H -2.92 -3.37 0.95 0.098
H -4.14 -2.12 1.19 0.139
H -0.74 1.45 0.51 0.098
H -1.00 -3.72 1.60 0.111
H 0.61 -3.15 1.18 0.066
H -0.50 -3.69 -0.09 0.122
F 2.01 -1.81 -1.01 -0.361
```

Summary:
- Spin multiplicity: 2
- Net charge: +2
- Electronic energy: -2502.55600 Eh
- Molecular weight: 741.775 g/mol
- ΔE to the lowest compared entry with this formula, charge and spin: 36.9 kJ/mol
- E_LUMO (spin up / spin down): -7.8 / -7.8 eV
- HOMO-LUMO gap (spin up / spin down): 0.2653 / 0.2639 Eh

=====

3.
Entry from the Open Molecules 2025 dataset: a molecular structure, C27H27KN5O5STe (wB97M-V/def2-TZVPD).

Geometry as XYZ:
```
67
Properties=species:S:1:pos:R:3:lowdin_charge:R:1
K -0.55 -0.41 -0.18 0.577
O 2.15 1.34 3.48 0.133
C 1.32 0.88 2.54 -0.472
O 1.71 0.46 1.49 0.078
C -0.12 1.01 2.97 -0.134
O -0.91 0.21 2.16 -0.257
C -2.32 0.34 2.42 -0.101
C -3.09 -0.72 1.61 -0.704
O -4.12 -1.17 2.14 -0.022
O -2.58 -1.01 0.49 -0.349
H 3.05 1.31 3.11 0.093
H -0.40 2.06 2.89 0.155
H -0.20 0.73 4.03 0.143
H -2.67 1.33 2.12 0.115
H -2.54 0.18 3.48 0.124
N -2.11 -3.76 0.19 0.126
C -1.47 -3.45 1.40 -0.311
C -2.25 -3.53 2.57 -0.020
C -1.66 -3.21 3.77 -0.069
C -0.32 -2.84 3.80 -0.091
C 0.36 -2.81 2.60 -0.161
N -0.19 -3.11 1.42 0.120
C -1.70 -3.43 -1.11 -0.324
C -2.69 -3.33 -2.10 -0.007
C -2.31 -3.04 -3.39 -0.067
C -0.96 -2.87 -3.68 -0.076
C -0.06 -2.99 -2.64 -0.164
N -0.41 -3.26 -1.38 0.098
H -3.11 -3.71 0.29 0.128
H -3.30 -3.77 2.51 0.115
H -2.26 -3.22 4.67 0.108
H 0.18 -2.57 4.73 0.093
H 1.41 -2.54 2.57 0.100
H -3.74 -3.43 -1.83 0.118
H -3.06 -2.93 -4.16 0.108
H -0.62 -2.64 -4.69 0.099
H 1.00 -2.84 -2.82 0.062
Te -3.19 1.35 -1.33 0.664
C -3.02 2.71 -2.95 -0.723
C -3.88 3.82 -3.09 -0.186
C -3.76 4.72 -4.15 -0.132
C -2.78 4.54 -5.11 -0.144
C -1.93 3.45 -5.01 -0.130
C -2.05 2.55 -3.95 -0.185
H -4.66 3.97 -2.34 0.071
H -4.44 5.56 -4.21 0.085
H -2.69 5.24 -5.94 0.080
H -1.16 3.29 -5.76 0.086
H -1.37 1.71 -3.88 0.070
N 3.30 -1.22 -0.49 0.099
C 3.30 -0.22 -1.41 -0.929
S 2.88 -0.49 -3.00 0.620
N 3.67 1.02 -0.98 0.060
C 4.21 1.43 0.26 -0.247
C 3.97 2.75 0.66 -0.024
C 4.48 3.22 1.85 -0.088
C 5.25 2.40 2.67 -0.117
C 5.51 1.10 2.26 -0.090
C 5.00 0.62 1.06 -0.034
H 2.85 -2.06 -0.83 0.089
H 3.00 -0.95 0.44 0.076
H 3.46 1.74 -1.64 0.119
H 3.37 3.39 0.02 0.123
H 4.27 4.25 2.15 0.108
H 5.64 2.77 3.61 0.104
H 6.13 0.46 2.87 0.106
H 5.24 -0.39 0.74 0.109
```

Summary:
- Net charge: -1
- Electronic energy: -2961.36498 Eh
- Molecular weight: 700.308 g/mol
- ΔE to the lowest compared entry with this formula, charge and spin: 126.8 kJ/mol
- E_LUMO: 1.9 eV
- HOMO-LUMO gap: 0.1736 Eh

=====

4.
Entry from the Open Molecules 2025 dataset: 2 unconnected molecules or ions with the total composition C27H27N2O (wB97M-V/def2-TZVPD).

Geometry as XYZ:
```
57
Properties=species:S:1:pos:R:3:lowdin_charge:R:1
C -0.43 2.16 2.42 0.029
C -0.83 0.76 2.32 -0.277
N -2.04 0.34 2.09 0.065
C -2.06 -1.12 2.33 -0.153
C -0.63 -1.56 2.50 -0.124
N 0.08 -0.29 2.54 0.037
C 1.47 -0.16 2.60 -0.417
C 2.26 -1.44 2.69 0.020
O 2.05 0.92 2.59 0.049
H 0.67 2.21 2.51 0.074
H -0.77 2.70 1.53 0.071
H -0.88 2.63 3.32 0.103
H -2.63 -1.35 3.25 0.123
H -2.55 -1.63 1.48 0.120
H -0.48 -2.11 3.44 0.133
H -0.30 -2.15 1.65 0.130
H 1.66 -2.35 2.72 0.065
H 2.95 -1.48 1.83 0.104
H 2.89 -1.40 3.58 0.103
C -9.26 -1.82 2.39 -0.052
C -8.92 -1.15 1.20 -0.057
C -7.81 -0.29 1.17 -0.016
C -7.04 -0.06 2.33 -0.178
C -5.83 0.77 2.31 -0.048
C -4.97 0.77 1.19 -0.007
C -3.83 1.53 1.00 0.016
C -3.29 1.85 -0.32 -0.195
C -2.41 2.95 -0.47 -0.031
C -1.82 3.25 -1.70 -0.051
C -2.18 2.52 -2.85 -0.042
C -3.12 1.48 -2.74 -0.053
C -3.69 1.17 -1.49 -0.005
C -5.53 1.60 3.48 -0.174
C -4.21 1.80 3.92 -0.036
C -3.90 2.67 4.95 -0.051
C -4.94 3.34 5.62 -0.048
C -6.27 3.08 5.28 -0.052
C -6.57 2.21 4.23 -0.006
C -7.43 -0.71 3.52 -0.020
C -8.50 -1.61 3.55 -0.054
H -10.13 -2.48 2.42 0.116
H -9.53 -1.27 0.31 0.113
H -7.54 0.22 0.24 0.119
H -5.32 0.18 0.33 0.106
H -3.49 2.21 1.77 0.101
H -2.21 3.59 0.39 0.114
H -1.10 4.06 -1.78 0.117
H -1.71 2.73 -3.81 0.114
H -3.43 0.92 -3.61 0.114
H -4.44 0.38 -1.42 0.106
H -3.41 1.23 3.42 0.080
H -2.85 2.83 5.20 0.108
H -4.69 4.06 6.40 0.114
H -7.08 3.57 5.83 0.115
H -7.61 2.01 3.97 0.126
H -6.84 -0.56 4.42 0.124
H -8.76 -2.11 4.48 0.115
```

Summary:
- Net charge: +1
- Electronic energy: -1229.55658 Eh
- Molecular weight: 395.526 g/mol
- ΔE to the lowest compared entry with this formula, charge and spin: 89.8 kJ/mol
- E_LUMO: -4.9 eV
- HOMO-LUMO gap: 0.2487 Eh